*i*
{
  "formula": "C3H4",
  "method": "ωB97M-V with the def2-TZVPD basis set",
  "mol_weight_g_mol": 40.07,
  "smiles": "C#CC",
  "gap_ev": 10.445,
  "homo_energy_ev": -9.51,
  "charge": 0,
  "elements": ["C", "C", "C", "H", "H", "H", "H"],
  "positions_angstrom": [[-1.751, 0.461, 0.120], [-0.494, 0.085, -0.093], [0.911, -0.088, 0.108], [-2.716, 0.449, -0.307], [1.015, -1.222, -0.321], [1.558, 0.542, -0.516], [1.477, -0.227, 1.009]],
  "lowdin_charge": [0.10, -0.20, -0.16, -0.01, 0.13, 0.07, 0.06]
}



*ii*
{
  "formula": "C3H4",
  "method": "ωB97M-V with the def2-TZVPD basis set",
  "mol_weight_g_mol": 40.07,
  "gap_ev": 11.022,
  "homo_energy_ev": -10.14,
  "charge": 0,
  "elements": ["C", "C", "C", "H", "H", "H", "H"],
  "positions_angstrom": [[-0.466, 1.525, 0.914], [-0.141, 0.564, 0.306], [0.244, -1.052, -0.683], [-0.671, 2.389, 1.462], [-0.156, -1.753, -0.013], [-0.118, -0.584, -1.511], [1.308, -1.089, -0.476]],
  "lowdin_charge": [-0.02, -0.09, 0.07, -0.01, 0.02, -0.01, 0.04]
}



Stability verdict: *i*, ahead by 0.0287 hartree



*i*
{
  "formula": "C5H11OS",
  "method": "ωB97M-V with the def2-TZVPD basis set",
  "mol_weight_g_mol": 119.21,
  "gap_ev": [8.811, 4.288],
  "homo_energy_ev": [-14.39, -12.52],
  "charge": 1,
  "elements": ["C", "C", "C", "C", "C", "O", "S", "H", "H", "H", "H", "H", "H", "H", "H", "H", "H", "H"],
  "positions_angstrom": [[1.413, 0.887, -0.391], [1.972, -0.530, -0.573], [0.958, 1.103, 1.035], [0.783, -1.405, 0.027], [-3.829, 0.106, -0.768], [-1.388, -0.140, 0.663], [-0.060, -0.422, 1.316], [2.336, 1.509, -0.571], [0.624, 1.190, -1.105], [1.905, -0.589, -1.634], [2.900, -0.740, -0.063], [1.863, 1.201, 1.698], [0.242, 1.855, 1.272], [0.034, -1.875, -0.566], [1.139, -2.179, 0.730], [-3.823, 0.470, 0.262], [-3.498, -0.954, -0.802], [-3.689, 0.804, -1.595]],
  "lowdin_charge": [-0.27, -0.16, -0.27, -0.26, 0.33, -0.46, 1.07, 0.14, 0.13, 0.11, 0.12, 0.13, 0.08, 0.09, 0.08, 0.03, 0.05, 0.05]
}



*ii*
{
  "formula": "C5H11OS",
  "method": "ωB97M-V with the def2-TZVPD basis set",
  "mol_weight_g_mol": 119.21,
  "gap_ev": 11.495,
  "homo_energy_ev": -15.53,
  "charge": 1,
  "elements": ["C", "C", "C", "C", "C", "O", "S", "H", "H", "H", "H", "H", "H", "H", "H", "H", "H", "H"],
  "positions_angstrom": [[-1.369, 0.141, 0.597], [-1.478, -1.010, -0.320], [-0.146, -0.006, 1.417], [-0.156, -1.125, -1.102], [2.188, 1.134, -0.432], [2.048, -1.444, 0.712], [1.096, -0.509, 0.191], [-1.307, 1.044, 0.099], [-2.186, 0.269, 1.300], [-1.771, -1.929, 0.367], [-2.403, -0.730, -0.914], [0.355, 0.824, 2.041], [-0.095, -0.899, 2.051], [0.098, -2.057, -1.601], [-0.083, -0.304, -1.848], [2.518, 1.521, 0.487], [1.668, 1.617, -1.189], [2.981, 0.800, -0.978]],
  "lowdin_charge": [-0.29, -0.22, -0.24, -0.15, 0.04, -0.34, 1.00, 0.10, 0.15, 0.18, 0.15, 0.16, 0.12, 0.12, 0.11, 0.05, 0.04, 0.03]
}



Stability verdict: *ii*, ahead by 0.0915 hartree



*i*
{
  "formula": "C2H6N2OS",
  "method": "ωB97M-V with the def2-TZVPD basis set",
  "mol_weight_g_mol": 106.15,
  "smiles": "NCC(=O)NS",
  "gap_ev": 9.707,
  "homo_energy_ev": -8.96,
  "charge": 0,
  "elements": ["N", "C", "C", "O", "N", "S", "H", "H", "H", "H", "H", "H"],
  "positions_angstrom": [[-0.498, 1.832, -0.361], [-1.195, 0.826, 0.428], [-0.846, -0.623, 0.018], [-1.705, -1.507, 0.030], [0.440, -0.874, -0.398], [1.810, -0.100, 0.184], [-1.012, 1.815, -1.284], [-0.721, 2.744, 0.093], [-0.817, 0.900, 1.461], [-2.252, 0.870, 0.378], [0.593, -1.716, -0.907], [1.529, 1.114, -0.288]],
  "lowdin_charge": [-0.05, -0.22, -0.52, 0.04, -0.36, 0.76, 0.11, 0.09, 0.12, 0.10, 0.08, -0.16]
}



*ii*
{
  "formula": "C2H6N2OS",
  "method": "ωB97M-V with the def2-TZVPD basis set",
  "mol_weight_g_mol": 106.15,
  "smiles": "[H]/N=C(/NO)SC",
  "gap_ev": 9.894,
  "homo_energy_ev": -9.37,
  "charge": 0,
  "elements": ["H", "N", "C", "N", "O", "S", "C", "H", "H", "H", "H", "H"],
  "positions_angstrom": [[0.386, 1.789, -0.466], [-0.564, 1.328, -0.088], [-0.408, 0.135, -0.012], [-1.454, -0.655, -0.032], [-2.749, -0.022, 0.083], [1.102, -0.670, -0.139], [2.596, 0.420, 0.223], [-1.320, -1.389, 0.732], [-2.594, 0.978, 0.181], [2.985, 0.871, -0.818], [2.537, 1.129, 1.099], [3.359, -0.522, 0.413]],
  "lowdin_charge": [0.11, 0.07, -0.98, -0.07, -0.06, 0.87, -0.39, 0.16, 0.11, 0.07, 0.05, 0.07]
}



Stability verdict: *i*, ahead by 0.1089 hartree



*i*
{
  "formula": "C2H6N2OS",
  "method": "ωB97M-V with the def2-TZVPD basis set",
  "mol_weight_g_mol": 106.15,
  "smiles": "[H]/N=C(/NO)SC",
  "gap_ev": 10.190,
  "homo_energy_ev": -9.59,
  "charge": 0,
  "elements": ["H", "N", "C", "N", "O", "S", "C", "H", "H", "H", "H", "H"],
  "positions_angstrom": [[-0.593, 2.493, 0.337], [-1.202, 1.682, 0.227], [-0.422, 0.715, -0.122], [-1.011, -0.564, -0.241], [-2.437, -0.576, -0.166], [1.307, 0.789, -0.408], [1.801, -0.809, 0.260], [-0.685, -0.767, -1.199], [-2.544, 0.404, 0.030], [1.536, -1.660, -0.367], [2.889, -0.739, 0.404], [1.362, -0.969, 1.244]],
  "lowdin_charge": [0.05, 0.07, -0.78, -0.09, -0.06, 0.90, -0.41, 0.12, 0.07, 0.04, 0.04, 0.04]
}



*ii*
{
  "formula": "C2H6N2OS",
  "method": "ωB97M-V with the def2-TZVPD basis set",
  "mol_weight_g_mol": 106.15,
  "smiles": "C=NN.O=CS",
  "gap_ev": 10.640,
  "homo_energy_ev": -9.69,
  "charge": 0,
  "elements": ["C", "N", "N", "H", "H", "H", "H", "O", "C", "S", "H", "H"],
  "positions_angstrom": [[0.195, -1.039, -1.231], [0.302, 0.032, -0.558], [1.340, 0.868, -0.803], [-0.597, -1.874, -1.244], [1.020, -1.105, -1.980], [1.673, 0.983, 0.114], [2.091, 0.418, -1.344], [-1.164, -0.880, 2.022], [-1.684, 0.123, 2.399], [-1.403, 1.674, 1.664], [-2.273, 0.252, 3.267], [-0.628, 1.226, 0.691]],
  "lowdin_charge": [-0.04, -0.19, 0.00, 0.10, 0.06, 0.06, 0.08, -0.04, -0.70, 0.80, 0.05, -0.18]
}



*iii*
{
  "formula": "C2H6N2OS",
  "method": "ωB97M-V with the def2-TZVPD basis set",
  "mol_weight_g_mol": 106.15,
  "gap_ev": 9.691,
  "homo_energy_ev": -9.12,
  "charge": 0,
  "elements": ["C", "C", "H", "H", "H", "H", "H", "H", "N", "N", "O", "S"],
  "positions_angstrom": [[1.718, -0.920, 0.285], [-0.232, 0.882, -0.213], [0.686, -1.804, 0.043], [2.903, -1.278, 0.054], [1.581, -0.447, 1.631], [-0.670, 2.588, 0.482], [-0.776, -0.716, -1.319], [-2.645, 0.292, -0.192], [-1.008, 1.772, 0.213], [-0.783, -0.422, -0.360], [-2.291, -0.659, -0.162], [1.516, 0.712, -0.461]],
  "lowdin_charge": [-0.51, -0.76, 0.15, 0.07, 0.13, -0.01, 0.10, 0.09, 0.14, -0.12, -0.09, 0.79]
}



*iv*
{
  "formula": "C2H6N2OS",
  "method": "ωB97M-V with the def2-TZVPD basis set",
  "mol_weight_g_mol": 106.15,
  "smiles": "CN(S)C(N)=O",
  "gap_ev": 9.568,
  "homo_energy_ev": -8.79,
  "charge": 0,
  "elements": ["C", "N", "S", "C", "N", "O", "H", "H", "H", "H", "H", "H"],
  "positions_angstrom": [[-1.374, -0.234, -0.574], [0.101, 0.139, -0.646], [0.963, -0.270, -2.044], [0.806, -0.007, 0.540], [0.288, 0.782, 1.554], [1.816, -0.669, 0.729], [-1.461, -1.330, -0.704], [-1.789, 0.067, 0.385], [-1.880, 0.263, -1.401], [1.722, -1.195, -1.438], [-0.142, 1.663, 1.274], [0.950, 0.791, 2.324]],
  "lowdin_charge": [-0.09, -0.52, 0.80, -0.68, 0.14, 0.02, 0.08, 0.07, 0.07, -0.12, 0.11, 0.11]
}



Stability verdict: *iv*, ahead by 0.0683 hartree



*i*
{
  "formula": "CH3F2N2P",
  "method": "ωB97M-V with the def2-TZVPD basis set",
  "mol_weight_g_mol": 112.02,
  "smiles": "[H]/N=P/F.C#N.F",
  "gap_ev": 10.531,
  "homo_energy_ev": -10.21,
  "charge": 0,
  "elements": ["H", "N", "P", "F", "C", "N", "H", "F", "H"],
  "positions_angstrom": [[-3.334, 0.785, -0.429], [-2.425, 0.514, 0.113], [-1.020, 1.019, 0.090], [-0.525, 0.120, 1.480], [2.092, -0.373, 0.542], [1.991, -1.230, -0.172], [2.346, 0.445, 1.239], [0.072, -0.519, -1.703], [0.803, -0.760, -1.161]],
  "lowdin_charge": [0.05, -0.31, 0.79, -0.44, -0.05, 0.10, 0.10, -0.17, -0.06]
}



*ii*
{
  "formula": "CH3F2N2P",
  "method": "ωB97M-V with the def2-TZVPD basis set",
  "mol_weight_g_mol": 112.02,
  "gap_ev": 8.977,
  "homo_energy_ev": -9.17,
  "charge": 0,
  "elements": ["C", "N", "N", "F", "F", "P", "H", "H", "H"],
  "positions_angstrom": [[-1.223, 0.468, 0.440], [-2.094, 0.428, -0.394], [2.079, -1.295, 0.316], [0.773, -0.166, -1.806], [1.503, 1.156, -0.005], [0.997, -0.338, -0.173], [-0.992, 1.020, 1.265], [-2.990, 0.890, -0.318], [1.948, -2.162, 0.675]],
  "lowdin_charge": [-0.13, 0.08, -0.16, -0.25, -0.21, 0.64, 0.02, 0.08, -0.07]
}



Stability verdict: *i*, ahead by 0.0042 hartree



*i*
{
  "formula": "C3H2Cl2O2",
  "method": "ωB97M-V with the def2-TZVPD basis set",
  "mol_weight_g_mol": 140.95,
  "gap_ev": 9.555,
  "homo_energy_ev": -9.32,
  "charge": 0,
  "elements": ["C", "C", "C", "O", "O", "Cl", "Cl", "H", "H"],
  "positions_angstrom": [[0.757, -1.108, 0.296], [0.070, -1.758, -0.652], [-2.367, -0.234, -0.395], [1.267, -0.407, 1.063], [-1.802, 0.310, -1.276], [-3.403, -1.642, -0.717], [-2.476, 0.046, 1.251], [-0.290, -1.039, -1.387], [-0.193, -2.777, -0.636]],
  "lowdin_charge": [-0.26, -0.02, -1.33, 0.17, -0.01, 0.60, 0.74, 0.05, 0.05]
}



*ii*
{
  "formula": "C3H2Cl2O2",
  "method": "ωB97M-V with the def2-TZVPD basis set",
  "mol_weight_g_mol": 140.95,
  "smiles": "C=C(Cl)Cl.O=C=O",
  "gap_ev": 10.345,
  "homo_energy_ev": -9.91,
  "charge": 0,
  "elements": ["C", "C", "Cl", "Cl", "H", "H", "O", "C", "O"],
  "positions_angstrom": [[-0.733, 0.852, -0.521], [0.010, 0.388, -1.514], [-0.093, -1.112, -2.313], [0.967, 1.477, -2.425], [-1.140, 0.115, 0.152], [-0.730, 1.885, -0.051], [1.157, -0.363, 2.735], [0.583, -1.173, 2.160], [-0.021, -2.070, 1.777]],
  "lowdin_charge": [-0.10, -1.27, 0.64, 0.61, 0.04, 0.10, 0.22, -0.45, 0.21]
}



Stability verdict: *ii*, ahead by 0.0413 hartree